13
Properties=species:S:1:pos:R:3:forces:R:3:lowdin_charge:R:1 method="wB97M-V/def2-TZVPD" total_charge=0
C 2.125 -0.954 1.053 0.2 -0.1 0.1 -0.099
C 0.032 -0.613 -0.030 -0.5 -0.5 -0.1 -0.227
C 1.123 -0.032 0.390 -0.1 -0.1 -0.2 -0.143
N -0.692 2.283 -1.111 -0.9 -0.7 0.0 0.138
C -1.623 1.586 -1.110 0.7 0.6 0.0 -0.376
N -2.683 0.760 -1.155 0.0 0.1 0.0 0.099
O -0.906 -1.258 -0.335 0.8 0.5 0.2 0.117
H 2.677 -1.537 0.308 0.0 0.1 0.2 0.076
H 2.840 -0.376 1.639 -0.1 0.0 0.0 0.072
H 1.613 -1.644 1.732 0.2 0.0 -0.1 0.078
H 1.290 1.018 0.186 -0.1 -0.2 0.0 0.093
H -2.398 -0.213 -1.091 -0.1 0.1 -0.1 0.066
H -3.399 0.980 -0.476 0.0 0.1 -0.1 0.105

299
Properties=species:S:1:pos:R:3:forces:R:3:lowdin_charge:R:1 method="wB97M-V/def2-TZVPD" total_charge=0
C 0.448 3.164 -5.998 -0.4 -0.1 -1.0 -0.083
C 0.708 4.640 -5.762 -0.2 0.7 2.7 -0.400
C 0.305 4.976 -4.241 0.1 -0.9 -0.9 -0.200
O 0.856 6.231 -3.949 -0.4 0.8 0.8 -0.237
C 0.669 6.631 -2.575 0.0 0.3 -1.3 -0.054
N 2.127 4.969 -5.737 0.2 -0.5 -0.8 0.036
H -0.641 2.993 -6.049 0.3 -0.1 0.2 0.079
H 0.905 2.521 -5.238 -0.1 0.3 0.0 0.066
H 0.848 2.830 -6.971 -0.1 0.2 0.3 0.079
H 0.068 5.323 -6.357 0.4 -0.5 -0.2 0.139
H 0.761 4.189 -3.589 -0.2 0.4 -0.3 0.119
H -0.791 4.975 -4.073 0.4 0.0 -0.3 0.111
H -0.382 6.602 -2.322 -0.4 0.0 0.2 0.070
H 1.028 7.674 -2.491 0.0 -0.7 0.1 0.104
H 1.202 5.919 -1.966 0.4 -0.1 0.6 0.068
H 2.540 5.119 -6.654 -0.2 -0.1 0.2 0.082
H 2.237 5.795 -5.168 0.2 0.3 -0.3 0.046
C 4.324 3.121 -2.354 -0.4 0.7 0.3 -0.042
C 4.247 4.592 -1.776 1.1 -2.5 0.3 -0.448
C 5.540 4.838 -1.031 0.6 -0.4 0.7 -0.212
O 5.511 3.999 0.126 0.5 0.3 -0.2 -0.205
C 6.692 4.100 0.868 0.7 0.2 0.1 -0.140
N 4.207 5.532 -2.845 -1.4 1.0 -1.0 0.059
H 3.407 2.830 -2.904 0.4 0.3 0.1 0.069
H 4.459 2.386 -1.551 -0.1 0.3 0.0 0.069
H 5.193 3.058 -2.997 0.1 -0.1 -0.4 0.072
H 3.482 4.485 -0.989 -0.4 0.9 -0.3 0.116
H 5.649 5.872 -0.690 -0.2 0.2 -0.1 0.123
H 6.450 4.626 -1.650 -0.7 -0.1 0.2 0.137
H 6.687 3.367 1.643 -0.3 -0.7 0.6 0.065
H 6.864 5.067 1.376 -0.4 0.0 -0.4 0.095
H 7.593 3.879 0.285 -0.1 0.1 -0.3 0.089
H 3.508 5.272 -3.541 0.3 -0.3 0.0 0.047
H 3.915 6.479 -2.585 0.4 -0.4 0.3 0.086
C -3.953 0.075 -0.259 -0.5 0.0 -0.5 -0.050
C -3.945 -0.016 -1.766 0.4 0.1 -1.2 -0.427
C -4.317 -1.431 -2.217 -0.9 0.5 3.3 -0.279
O -4.082 -1.615 -3.534 0.4 -0.4 -2.2 -0.168
C -4.730 -2.764 -4.042 0.0 -0.3 0.6 -0.077
N -4.884 0.832 -2.467 -1.1 1.1 0.1 0.054
H -3.054 -0.416 0.089 -0.1 -0.2 0.6 0.067
H -4.895 -0.256 0.161 -0.1 -1.0 0.1 0.077
H -3.986 1.077 0.092 0.7 1.3 0.0 0.038
H -2.923 0.210 -2.134 0.0 -0.3 0.3 0.127
H -5.395 -1.556 -1.951 0.3 0.2 -0.4 0.140
H -3.824 -2.128 -1.521 0.4 -0.3 -0.5 0.102
H -4.459 -3.614 -3.391 -0.2 0.0 -0.4 0.087
H -4.426 -2.960 -5.063 0.3 0.1 -0.1 0.064
H -5.821 -2.644 -4.051 0.1 0.1 0.2 0.096
H -4.806 1.851 -2.393 0.6 -0.6 0.4 0.052
H -4.826 0.636 -3.450 0.0 -0.2 -0.4 0.060
C -5.431 4.787 -3.246 0.0 -0.1 0.0 -0.058
C -3.986 5.116 -2.937 -0.3 0.7 0.6 -0.461
C -3.889 5.456 -1.453 0.8 -0.4 -0.5 -0.195
O -2.501 5.618 -1.232 0.3 0.4 1.3 -0.207
C -2.251 5.896 0.136 0.5 0.0 0.7 -0.096
N -3.160 3.994 -3.203 -0.2 -2.4 -1.5 0.053
H -5.554 4.422 -4.253 0.0 -0.2 -0.4 0.070
H -6.031 5.681 -3.175 -0.4 0.2 0.2 0.074
H -5.803 4.008 -2.555 0.1 0.4 -0.2 0.083
H -3.598 5.998 -3.471 -0.5 0.2 -0.1 0.141
H -4.273 4.653 -0.802 -0.1 0.0 -0.2 0.124
H -4.395 6.390 -1.221 -0.4 0.2 0.0 0.129
H -2.760 5.211 0.824 -0.2 -0.2 -0.3 0.067
H -2.535 6.907 0.475 -0.1 0.0 -0.5 0.093
H -1.189 5.783 0.372 0.0 0.1 -0.4 0.077
H -3.175 3.652 -4.181 -0.4 0.5 0.8 0.099
H -2.199 4.052 -2.974 0.7 0.5 0.7 0.020
C 1.555 -4.314 3.155 0.6 0.2 0.6 -0.043
C 2.898 -4.499 3.947 -0.6 -0.1 -1.0 -0.427
C 3.594 -3.160 4.127 1.1 -1.0 -0.4 -0.209
O 4.828 -3.450 4.797 0.6 1.0 -0.5 -0.185
C 5.570 -2.240 4.922 0.4 0.0 0.4 -0.109
N 2.769 -5.093 5.249 -0.9 0.2 0.8 0.045
H 0.855 -5.148 3.265 0.2 0.0 0.1 0.075
H 1.737 -4.186 2.074 0.1 0.0 0.4 0.054
H 1.070 -3.403 3.519 -0.2 -0.2 0.0 0.065
H 3.556 -5.105 3.307 0.1 0.1 -0.1 0.130
H 3.057 -2.442 4.732 -0.6 0.2 0.1 0.115
H 3.850 -2.757 3.138 -0.3 0.2 0.1 0.107
H 6.607 -2.415 5.239 -0.5 -0.5 0.4 0.091
H 5.060 -1.572 5.627 0.2 0.0 0.0 0.069
H 5.735 -1.676 3.998 -0.6 -0.2 -0.4 0.084
H 2.180 -5.900 5.371 0.0 0.0 -0.5 0.071
H 3.650 -5.231 5.707 0.3 0.0 0.0 0.066
C -0.824 9.817 2.032 -0.4 -0.5 0.5 -0.050
C -1.051 8.707 3.087 0.0 -0.1 0.1 -0.427
C 0.211 7.869 3.112 -0.7 -0.3 -0.2 -0.236
O 0.454 7.387 1.799 0.6 -0.5 0.5 -0.188
C 1.437 6.388 1.884 0.8 -1.1 -0.1 -0.132
N -1.274 9.033 4.508 -0.3 0.7 -0.4 0.036
H 0.143 10.320 2.184 -0.2 -0.2 -0.1 0.083
H -1.619 10.549 2.094 -0.2 0.3 -0.1 0.067
H -0.860 9.315 1.050 0.2 0.5 0.3 0.078
H -1.924 8.120 2.788 0.3 -0.2 -0.2 0.133
H 0.078 7.044 3.835 0.1 0.1 -0.3 0.117
H 1.047 8.504 3.453 0.0 -0.2 0.0 0.133
H 2.371 6.710 2.375 -0.3 0.3 -0.1 0.094
H 1.740 5.996 0.903 -0.4 0.4 0.0 0.083
H 1.107 5.500 2.462 -0.2 0.3 -0.1 0.069
H -0.662 9.804 4.696 0.5 0.5 0.6 0.058
H -2.198 9.413 4.711 0.1 -0.3 -0.4 0.075
C -6.071 3.748 3.691 0.3 0.8 -0.6 -0.046
C -5.390 3.771 2.328 1.7 0.6 -0.4 -0.439
C -3.905 3.320 2.472 -1.6 0.3 0.3 -0.202
O -3.271 4.391 3.161 0.4 -0.8 -1.0 -0.186
C -1.953 3.996 3.444 0.6 0.9 -0.7 -0.112
N -5.964 3.047 1.208 -0.5 -0.1 0.3 0.047
H -5.424 4.256 4.398 0.3 -0.1 0.2 0.074
H -6.125 2.713 3.954 -0.7 -0.7 0.6 0.060
H -6.992 4.347 3.731 -0.1 -0.8 -0.2 0.083
H -5.287 4.819 2.024 -0.2 0.0 -0.1 0.131
H -3.476 3.045 1.476 0.0 0.5 0.7 0.120
H -3.878 2.430 3.120 0.2 -0.1 -0.2 0.105
H -1.369 3.672 2.565 -0.6 -0.3 0.0 0.074
H -1.957 3.225 4.190 0.3 -0.5 0.5 0.085
H -1.427 4.887 3.748 0.2 0.3 0.7 0.077
H -6.947 3.304 1.148 0.1 -0.5 -0.2 0.078
H -5.860 2.035 1.331 -0.4 0.4 0.0 0.062
C -1.583 -3.988 -6.214 -0.8 -0.4 0.7 -0.031
C -1.489 -3.003 -7.375 0.1 0.4 1.3 -0.586
C -2.223 -1.718 -7.046 -1.5 -0.4 1.3 -0.140
C -1.539 -0.847 -6.002 0.7 0.4 -0.2 -0.146
C -0.103 -0.556 -6.513 -0.2 -0.1 0.1 -0.113
C 0.657 -1.866 -6.788 0.5 -0.3 1.3 -0.548
N -0.141 -2.615 -7.694 0.1 -2.2 -2.2 -0.066
O 0.551 -3.903 -8.011 0.0 1.0 0.1 -0.040
C 1.922 -1.606 -7.567 0.3 0.7 -1.3 -0.043
C 1.049 -2.587 -5.461 -0.6 1.2 0.2 -0.011
C -2.158 -3.583 -8.570 -0.4 0.1 -0.9 -0.042
H -1.582 -3.502 -5.232 0.0 -0.1 -0.2 0.061
H -0.787 -4.724 -6.242 0.1 -0.1 0.0 0.083
H -2.544 -4.530 -6.282 0.3 0.1 0.0 0.092
H -2.527 -1.189 -7.942 0.3 0.3 -0.3 0.120
H -3.164 -2.128 -6.618 0.2 0.6 -0.2 0.110
H -1.546 -1.396 -5.058 0.2 0.2 0.1 0.093
H -2.086 0.094 -5.821 0.1 -0.4 -0.1 0.114
H 0.538 0.066 -5.876 -0.4 -0.1 0.3 0.106
H -0.195 0.015 -7.445 0.0 -0.2 -0.1 0.123
H 1.561 -1.409 -8.602 0.6 0.0 0.4 0.104
H 2.478 -0.718 -7.261 0.0 -0.1 0.3 0.089
H 2.583 -2.478 -7.585 0.0 0.2 0.1 0.083
H 1.662 -1.840 -4.954 0.1 -0.2 0.4 0.080
H 0.198 -2.849 -4.827 0.2 0.3 0.0 0.057
H 1.624 -3.483 -5.573 0.4 -0.5 -0.5 0.070
H -1.685 -4.521 -8.840 -0.2 -0.2 -0.2 0.082
H -1.971 -2.834 -9.353 -0.4 -0.5 -0.3 0.095
H -3.254 -3.713 -8.388 0.9 0.1 -0.2 0.106
H 1.178 -3.672 -8.719 -0.5 0.0 0.3 0.095
C 0.799 0.575 5.193 -0.6 -0.7 -0.4 -0.035
C 1.937 1.507 5.504 1.3 -0.6 0.0 -0.526
C 3.178 0.669 5.933 -0.4 0.1 -0.8 -0.119
C 4.503 1.434 5.956 0.3 -0.5 0.1 -0.172
C 4.721 2.093 4.598 -1.1 0.4 0.4 -0.113
C 3.499 2.963 4.219 0.0 0.6 -0.3 -0.519
N 2.309 2.121 4.208 -1.6 0.8 1.1 -0.025
O 1.144 2.913 3.809 0.3 -0.1 -0.7 -0.086
C 3.425 4.255 5.072 0.8 0.3 0.5 -0.023
C 3.664 3.435 2.796 0.3 0.6 -1.0 -0.042
C 1.547 2.458 6.622 -0.5 0.1 0.7 -0.021
H 0.465 -0.023 6.046 0.2 0.2 0.1 0.087
H 1.132 -0.129 4.418 -0.2 0.1 0.1 0.074
H -0.063 1.129 4.803 0.1 -0.2 0.1 0.083
H 2.853 0.196 6.854 0.5 -0.2 0.4 0.123
H 3.325 -0.129 5.179 -0.3 0.2 0.3 0.100
H 5.316 0.712 6.101 -0.1 0.1 0.2 0.100
H 4.612 2.149 6.772 -0.3 0.1 0.0 0.108
H 4.827 1.310 3.832 0.2 0.3 0.1 0.128
H 5.563 2.787 4.637 0.2 -0.3 -0.3 0.123
H 2.550 4.893 4.849 0.4 -0.3 0.0 0.088
H 3.504 4.136 6.164 -0.1 -0.1 -0.6 0.064
H 4.337 4.815 4.816 -0.4 0.1 -0.1 0.091
H 4.581 4.040 2.723 -0.3 -0.2 -0.2 0.083
H 3.693 2.631 2.058 0.3 -0.2 0.3 0.087
H 2.811 4.036 2.461 0.2 0.1 0.3 0.058
H 2.362 3.105 6.960 -0.5 -0.4 0.0 0.061
H 1.168 1.882 7.487 0.4 0.1 -0.3 0.103
H 0.674 3.055 6.339 0.2 0.2 0.0 0.085
H 0.885 3.608 4.450 0.7 -0.6 0.0 0.081
C -0.563 -5.462 0.321 -1.0 0.5 0.0 -0.016
C -1.488 -5.466 -0.953 0.5 -0.1 0.2 -0.501
C -0.678 -5.644 -2.210 0.5 0.0 0.3 -0.149
C -0.180 -7.060 -2.405 0.0 -0.7 -0.4 -0.159
C -1.355 -8.084 -2.391 0.8 0.3 -1.2 -0.131
C -2.174 -7.946 -1.149 -0.7 -0.8 0.9 -0.532
N -2.541 -6.512 -1.073 0.6 0.5 1.4 -0.059
O -3.291 -6.336 0.125 -0.9 -0.2 0.2 -0.049
C -3.503 -8.715 -1.258 -0.2 0.5 -0.1 -0.042
C -1.459 -8.596 0.069 0.2 0.6 0.4 -0.024
C -2.171 -4.108 -0.958 -0.5 0.1 -0.2 -0.041
H 0.122 -6.291 0.304 0.6 0.0 0.1 0.050
H -1.169 -5.536 1.240 0.1 -0.1 -0.4 0.088
H -0.051 -4.469 0.423 -0.2 -0.9 -0.5 0.071
H -1.307 -5.441 -3.077 0.1 0.6 -0.1 0.122
H 0.171 -4.960 -2.087 -0.1 0.0 -0.7 0.115
H 0.590 -7.313 -1.687 0.1 -0.2 0.5 0.097
H 0.345 -7.054 -3.361 -0.1 -0.4 -0.2 0.108
H -1.077 -9.134 -2.555 0.4 0.3 0.3 0.125
H -1.980 -7.876 -3.264 -0.2 0.3 0.0 0.119
H -3.304 -9.763 -1.468 0.0 -0.2 0.2 0.083
H -4.083 -8.599 -0.322 0.3 -0.3 -0.5 0.086
H -4.100 -8.321 -2.082 0.0 0.0 0.0 0.084
H -1.234 -9.663 -0.066 -0.3 0.2 -0.4 0.089
H -0.500 -8.119 0.244 0.1 0.0 0.2 0.051
H -2.066 -8.512 0.987 0.2 0.1 -0.4 0.090
H -2.593 -3.894 0.032 -0.1 0.1 -0.4 0.091
H -2.917 -4.071 -1.748 -0.5 -0.3 0.2 0.064
H -1.518 -3.289 -1.247 0.6 -0.1 0.3 0.068
H -4.184 -6.243 -0.223 -0.1 0.1 0.3 0.106
C -2.853 -0.902 6.813 -0.2 0.9 0.4 -0.035
C -4.033 -1.073 5.866 -0.2 1.0 0.0 -0.539
C -3.903 -0.096 4.690 0.6 -0.6 -0.6 -0.132
C -4.893 -0.399 3.585 -0.6 -0.4 -0.1 -0.176
C -4.722 -1.836 3.119 -0.5 0.2 -0.5 -0.150
C -4.881 -2.801 4.261 -1.3 -1.0 -0.2 -0.510
N -3.905 -2.378 5.274 -0.4 -1.7 0.2 -0.064
O -4.003 -3.330 6.348 -0.1 -0.2 0.1 -0.033
C -6.399 -2.974 4.650 1.0 -0.3 1.2 -0.022
C -4.559 -4.215 3.763 1.3 0.3 0.0 -0.048
C -5.281 -0.789 6.716 0.0 0.4 0.2 -0.021
H -2.968 -1.568 7.653 0.0 -0.2 0.3 0.073
H -2.918 0.123 7.221 0.4 -0.3 -0.2 0.095
H -1.878 -1.086 6.370 0.0 0.1 -0.3 0.077
H -4.004 0.944 4.970 0.2 0.3 0.5 0.108
H -2.894 -0.284 4.287 -0.1 0.4 0.1 0.125
H -4.737 0.219 2.701 -0.1 0.4 0.2 0.085
H -5.908 -0.249 3.992 0.2 0.1 -0.4 0.114
H -3.704 -1.934 2.741 0.1 -0.1 -0.2 0.114
H -5.438 -2.108 2.305 0.5 0.3 0.5 0.137
H -6.932 -2.070 4.905 -0.2 0.2 -0.4 0.051
H -6.859 -3.556 3.861 -0.3 0.4 -0.3 0.077
H -6.480 -3.634 5.534 0.2 0.3 -0.2 0.090
H -5.016 -4.402 2.798 -0.4 0.0 -0.1 0.079
H -3.484 -4.307 3.580 0.1 -0.1 0.2 0.086
H -4.870 -4.971 4.475 0.0 -0.1 0.1 0.078
H -5.131 0.234 7.086 -0.2 -0.3 0.3 0.090
H -5.376 -1.496 7.536 0.2 0.1 0.2 0.087
H -6.252 -0.782 6.243 0.0 0.0 -0.6 0.056
H -3.109 -3.664 6.486 0.0 0.1 -0.3 0.108
C 3.049 -3.826 -1.577 -0.3 -0.1 0.7 -0.009
C 4.474 -4.012 -1.036 0.4 -0.4 -0.8 -0.516
C 4.827 -5.501 -0.832 0.5 0.4 -0.4 -0.125
C 5.341 -6.200 -2.079 0.1 -0.4 -1.3 -0.158
C 6.527 -5.364 -2.671 -0.6 -1.4 0.4 -0.136
C 6.082 -3.989 -3.019 0.1 1.4 -1.0 -0.579
N 5.561 -3.394 -1.815 -0.7 0.4 0.6 -0.092
O 5.158 -2.024 -2.044 0.5 -0.6 -0.2 -0.019
C 7.354 -3.183 -3.347 0.4 0.3 0.3 -0.040
C 5.193 -3.920 -4.253 0.5 -0.2 -1.0 -0.025
C 4.557 -3.308 0.277 -0.9 0.3 1.3 -0.048
H 2.848 -4.287 -2.532 0.1 -0.1 -0.4 0.069
H 2.764 -2.767 -1.603 0.2 -0.2 -0.2 0.064
H 2.382 -4.318 -0.846 0.1 0.2 -0.2 0.079
H 5.702 -5.495 -0.177 -0.3 -0.2 0.5 0.121
H 3.979 -6.022 -0.381 0.2 0.0 0.1 0.123
H 4.556 -6.411 -2.852 0.5 0.6 0.5 0.117
H 5.670 -7.215 -1.838 0.2 0.1 0.2 0.104
H 7.020 -5.805 -3.546 -0.4 -0.2 0.1 0.125
H 7.318 -5.259 -1.928 0.0 -0.2 0.3 0.121
H 8.030 -3.659 -4.076 -0.2 -0.3 0.6 0.093
H 7.157 -2.225 -3.807 -0.4 0.4 0.0 0.071
H 7.815 -2.982 -2.363 0.4 -0.2 -0.6 0.097
H 5.018 -2.882 -4.568 -0.2 -0.3 0.3 0.087
H 5.836 -4.365 -5.026 -0.3 0.1 -0.2 0.088
H 4.269 -4.493 -4.275 -0.1 0.1 0.4 0.065
H 4.174 -2.298 0.190 0.1 0.3 -0.1 0.073
H 5.551 -3.266 0.715 0.1 -0.2 -0.1 0.100
H 3.870 -3.787 0.973 0.0 -0.2 0.3 0.069
H 5.877 -1.590 -1.579 -0.1 0.5 0.0 0.100
C -0.470 -1.472 1.686 -0.3 -1.2 1.3 -0.029
C 0.407 -0.630 0.813 0.0 1.2 0.7 -0.525
C 0.532 -1.233 -0.543 1.1 -1.3 -0.9 -0.141
C 1.207 -0.353 -1.616 -0.2 0.1 0.0 -0.133
C 0.365 0.956 -1.707 -0.4 -1.3 0.5 -0.106
C 0.141 1.584 -0.315 0.2 1.3 -1.1 -0.494
N -0.354 0.590 0.616 -0.1 1.6 0.4 -0.064
O -0.587 1.279 1.851 0.3 0.0 0.2 -0.044
C 1.420 2.341 0.102 1.0 -0.3 -0.6 -0.012
C -0.937 2.665 -0.506 -0.3 -0.7 0.0 -0.016
C 1.786 -0.466 1.524 -0.5 -1.1 0.8 0.005
H -0.600 -1.105 2.728 0.4 0.1 -0.7 0.089
H 0.055 -2.432 1.774 -0.6 -0.2 0.0 0.057
H -1.500 -1.597 1.318 0.5 -0.1 -0.3 0.078
H 1.099 -2.149 -0.360 0.4 -0.1 -0.3 0.099
H -0.393 -1.658 -0.917 -0.6 0.6 0.0 0.100
H 1.126 -0.864 -2.581 0.1 0.0 0.1 0.094
H 2.298 -0.271 -1.414 -0.6 0.4 0.0 0.110
H -0.626 0.583 -2.060 0.4 0.5 0.1 0.116
H 0.695 1.730 -2.412 0.2 -0.3 0.2 0.104
H 2.301 1.706 0.259 -0.4 0.0 0.1 0.068
H 1.753 2.978 -0.738 -0.4 0.0 0.3 0.077
H 1.313 2.980 0.971 -0.2 0.1 0.2 0.063
H -0.690 3.296 -1.366 -0.3 -0.1 0.1 0.079
H -1.925 2.200 -0.564 0.1 -0.1 -0.7 0.083
H -1.063 3.287 0.353 0.4 0.6 0.7 0.043
H 1.656 0.201 2.372 0.2 0.5 -0.1 0.053
H 2.627 -0.189 0.904 0.0 0.2 -0.2 0.064
H 2.073 -1.415 2.041 -0.3 0.3 -0.7 0.078
H 0.226 1.776 2.122 -0.5 -0.6 -0.2 0.065

Let's list LUMO energy in order: 0.68; 0.45 eV.